1.
Entry from OMol25: a molecular structure, C21H40Cl3N2O4SiTm (ωB97M-V/def2-TZVPD).

Values from the calculation:
charge: 0
multiplicity: 3
frontier orbital gap: 8.34 eV

Structure (XYZ):
```
72
C21H40Cl3N2O4SiTm ωB97M-V/def2-TZVPD
Tm -0.065 0.401 0.883
Cl -0.610 2.482 -4.546
Cl 0.264 1.685 -1.233
Cl -2.602 0.472 1.557
Si -0.437 4.415 -3.772
O 0.416 2.225 2.129
O -0.195 -1.576 0.138
O 2.130 -0.107 1.087
O -0.181 -0.509 3.037
N 2.807 -1.753 -0.371
N -0.197 4.314 2.759
C -2.244 -4.185 1.555
C 0.180 -4.992 2.677
C 1.003 4.471 3.581
C -1.126 -3.108 -1.361
C 2.714 -1.191 0.837
C -1.069 5.466 2.583
C -1.611 -2.172 -2.422
C -0.409 3.188 2.100
C -1.149 -2.550 0.052
C -0.917 5.809 -4.960
C 3.222 -3.150 -0.496
C -0.405 -4.993 -2.853
C -1.045 -3.598 1.159
C -0.611 -4.330 -1.545
C 0.168 -3.968 1.729
C 1.407 4.643 -3.505
C 2.281 -1.132 -1.582
C -1.668 4.398 -2.343
C -2.226 -5.201 2.507
C 0.673 -0.259 4.158
C -1.012 -5.593 3.091
H -1.001 -6.373 3.856
H 1.656 5.244 3.158
H 2.971 -1.345 -2.408
H -1.601 5.321 -1.744
H -0.536 6.297 2.105
H 0.346 0.663 4.654
H 0.717 4.765 4.597
H 1.127 -5.292 3.109
H -1.458 -2.617 -3.407
H -3.161 -3.801 1.091
H -1.513 3.520 -1.692
H 3.206 -1.769 1.635
H -0.556 -4.313 -3.693
H 1.075 -3.430 1.447
H -1.937 5.723 -5.344
H 1.845 3.757 -3.030
H 0.611 -5.397 -2.915
H 3.758 -3.451 0.413
H -2.135 -2.086 0.183
H 2.156 -0.055 -1.435
H -1.124 -0.323 3.225
H -1.902 5.162 1.944
H 1.698 -0.188 3.771
H 0.617 -1.103 4.862
H 1.523 3.512 3.598
H 2.347 -3.803 -0.640
H 1.308 -1.592 -1.812
H -0.249 5.895 -5.824
H -1.357 3.091 1.541
H -1.073 -1.215 -2.369
H -2.685 -1.950 -2.309
H 1.601 5.530 -2.889
H -1.085 -5.844 -2.964
H 1.899 4.798 -4.477
H -0.846 6.750 -4.402
H -1.463 5.808 3.545
H -0.280 -4.904 -0.674
H -2.687 4.349 -2.765
H 3.873 -3.275 -1.369
H -3.169 -5.662 2.801
```

=====

2.
Entry from OMol25: a molecular structure, C21H40Cl3N4O3PmSSi (ωB97M-V/def2-TZVPD).

Values from the calculation:
charge: 0
multiplicity: 5
frontier orbital gap (spin up / spin down): 8.80 / 8.81 eV

Structure (XYZ):
```
74
C21H40Cl3N4O3PmSSi ωB97M-V/def2-TZVPD
Pm -1.222 -2.511 1.678
Cl -2.370 -0.727 3.479
Cl -2.354 -4.743 1.128
Cl -2.853 -1.402 -0.067
S 0.053 -4.861 3.754
Si 0.897 0.742 -0.943
O 0.447 -3.320 0.117
O -0.246 1.937 -0.963
O 0.624 -2.065 3.187
N 0.637 -0.636 4.980
N -1.121 -6.452 5.543
N 1.094 -3.652 -2.107
N -1.695 -6.870 3.373
C 0.507 -0.396 0.473
C 0.626 -1.867 4.441
C 1.706 4.384 -4.227
C -0.989 -6.108 4.225
C -1.631 6.389 -0.719
C 0.730 0.500 4.065
C 2.537 1.546 -0.625
C -0.103 -0.391 6.214
C 0.991 4.416 -5.429
C -2.401 3.549 -0.048
C -0.920 2.726 -1.924
C -1.123 5.194 -1.438
C -0.115 3.156 -3.173
C 1.154 3.756 -3.092
C 1.032 -0.073 -2.605
C -0.247 3.778 -5.530
C -0.777 3.125 -4.411
C 2.533 -3.380 -1.963
C -1.473 3.920 -1.156
C 0.241 -3.675 -1.083
C 0.567 -3.600 -3.478
H 3.340 0.793 -0.603
H -2.151 -7.725 3.704
H -0.462 5.416 -2.271
H 0.300 0.132 1.415
H -2.642 6.672 -1.040
H 2.524 2.057 0.348
H -0.468 -3.963 -3.465
H -0.823 3.795 -6.457
H 1.678 3.793 -2.129
H 1.372 -1.069 0.600
H -1.847 -6.566 2.411
H 2.784 2.290 -1.396
H -0.174 0.552 3.440
H -2.444 4.331 0.717
H 0.547 -2.702 5.158
H 2.882 -3.769 -1.005
H 1.400 4.921 -6.298
H -2.110 2.599 0.417
H 0.809 1.404 4.665
H 1.613 0.397 3.426
H 3.062 -3.871 -2.800
H 1.275 0.668 -3.384
H -1.799 2.159 -2.270
H -0.770 -3.984 -1.371
H -1.971 -6.914 5.834
H 0.109 -0.581 -2.916
H 2.732 -2.298 -2.030
H -1.652 6.261 0.370
H -1.161 -0.163 5.992
H 0.351 0.459 6.728
H -0.038 -1.282 6.848
H 1.168 -4.207 -4.164
H -3.419 3.417 -0.440
H -0.981 7.238 -0.963
H 1.839 -0.818 -2.651
H -0.406 -0.951 0.149
H -1.751 2.629 -4.437
H 0.570 -2.573 -3.869
H -0.700 -5.813 6.213
H 2.676 4.875 -4.151
```

=====

3.
Entry from OMol25: 3 unconnected molecules or ions with the total composition C21H40INO8PS (ωB97M-V/def2-TZVPD).

Values from the calculation:
charge: +1
multiplicity: 1
frontier orbital gap: 5.38 eV

Structure (XYZ):
```
73
C21H40INO8PS ωB97M-V/def2-TZVPD
I -0.401 -6.026 -4.053
S 5.309 -1.218 -7.440
P 5.502 -2.703 -6.248
O -0.322 3.042 -2.442
O -3.989 3.435 5.848
O -0.701 1.519 0.149
O -2.148 1.445 4.476
O 0.018 0.017 -2.631
O 2.791 -0.067 -5.503
O 4.279 -0.143 -3.838
O -2.148 1.906 7.740
N 2.609 -4.827 -4.396
C -1.540 2.523 -1.945
C 0.875 2.313 -2.304
C 0.160 2.115 1.101
C 0.969 0.990 -3.040
C 3.404 -0.687 -4.696
C -3.556 1.979 7.835
C 4.029 -3.123 -5.231
C -2.971 0.619 3.680
C -2.206 2.831 4.205
C 1.495 -3.680 -0.748
C -0.852 -0.477 -3.629
C 0.923 -4.842 -1.565
C -2.694 3.696 5.352
C -1.664 2.371 -0.440
C 1.798 -3.963 -3.766
C 2.106 -2.615 -3.857
C 3.206 -2.182 -4.591
C -4.267 2.222 6.519
C -1.415 2.846 8.497
C 3.692 -4.448 -5.098
C 0.605 -4.444 -3.005
H -2.808 3.026 3.310
H -3.916 1.010 8.202
H -5.331 2.284 6.764
H -4.152 1.363 5.854
H 1.149 2.188 -1.254
H -2.290 3.264 -2.233
H 6.531 -2.634 -5.296
H 1.971 0.596 -2.820
H 2.383 -5.818 -4.350
H -1.005 2.377 9.396
H -3.794 1.178 3.228
H -1.860 -0.552 -3.220
H -2.752 4.711 4.950
H 1.461 -1.890 -3.373
H -2.385 0.142 2.887
H 4.269 -5.232 -5.566
H 0.205 3.201 0.995
H -2.027 3.703 8.789
H 1.555 -5.728 -1.525
H 1.642 2.951 -2.751
H 2.573 -3.597 -0.877
H -0.523 -1.484 -3.919
H 1.266 -3.810 0.305
H 1.047 -2.739 -1.067
H -1.655 3.357 0.035
H -3.859 2.735 8.567
H -0.171 1.860 2.112
H 5.702 -3.938 -6.882
H 1.165 1.712 0.958
H -1.957 3.731 6.157
H 4.391 -0.683 -3.045
H -1.817 1.598 -2.457
H -0.582 3.207 7.891
H 0.917 1.154 -4.120
H -0.880 0.162 -4.513
H -3.392 -0.163 4.313
H -0.025 -5.135 -1.118
H -2.653 1.934 -0.257
H -1.182 3.158 3.986
H -0.105 -3.622 -2.994
```

=====

4.
Entry from OMol25: a molecular structure, C21H40N10O5PTc (ωB97M-V/def2-TZVPD).

Values from the calculation:
charge: +3
multiplicity: 4
frontier orbital gap (spin up / spin down): 7.57 / 5.56 eV

Structure (XYZ):
```
78
C21H40N10O5PTc ωB97M-V/def2-TZVPD
Tc -0.697 1.024 0.315
P -1.374 -0.942 -0.956
O -1.006 -1.348 3.237
O 1.626 -2.933 3.098
O -0.077 -0.278 1.533
O 1.003 1.309 -0.658
O 2.578 -3.251 5.071
N 2.309 1.118 4.642
N -0.587 -3.431 -1.630
N 1.290 1.072 3.775
N -0.315 2.667 1.763
N -2.115 -2.309 -3.153
N -2.921 -3.157 -1.018
N 2.909 0.116 -1.076
N -2.571 1.111 1.346
N 2.126 1.705 -2.586
N -1.764 2.416 -0.998
C -1.499 2.975 2.612
C 4.443 0.966 -2.801
C 2.018 1.034 -1.437
C -3.612 1.751 0.479
C -0.943 -3.177 -3.026
C -3.238 -2.903 -2.424
C -3.030 2.882 -0.349
C 2.869 -0.582 0.208
C 1.069 -0.223 3.607
C 1.955 -1.016 4.351
C 3.201 1.394 -3.549
C -1.732 -4.008 -0.925
C -2.389 1.753 2.693
C -2.783 -1.937 -0.257
C 2.034 -2.485 4.138
C -1.843 -0.943 -2.753
C -0.097 -0.698 2.823
C 2.742 -0.098 5.016
C 4.089 -0.199 -1.907
C 1.185 2.756 -2.945
C -0.058 -2.264 -0.972
H -2.018 3.835 2.197
H -2.890 0.162 1.547
H -4.002 0.975 -0.181
H 0.807 -1.877 -1.516
H -3.709 -1.357 -0.322
H -4.441 2.105 1.092
H 2.979 -1.653 0.035
H 0.438 2.293 2.369
H 3.381 2.290 -4.137
H -2.794 3.753 0.255
H 0.332 2.367 -3.508
H -2.570 -2.161 0.793
H -1.945 0.995 3.335
H 2.752 -2.787 5.899
H -3.481 -3.854 -2.897
H 1.697 3.481 -3.573
H -1.476 -4.174 0.123
H -1.981 1.981 -1.893
H 0.054 3.527 1.361
H 0.230 -2.475 0.059
H 5.223 0.673 -3.501
H 3.589 -0.212 5.676
H 3.871 -1.098 -2.489
H -1.184 3.251 3.619
H -1.187 3.219 -1.239
H 0.854 3.280 -2.052
H -3.751 3.200 -1.102
H 1.939 -0.397 0.728
H 2.857 0.611 -4.230
H -0.095 -2.733 -3.549
H -3.366 2.002 3.110
H -1.177 -4.130 -3.499
H 4.903 -0.438 -1.224
H 2.670 2.008 4.947
H -2.731 -0.325 -2.918
H 3.703 -0.247 0.826
H 4.825 1.799 -2.208
H -4.112 -2.254 -2.496
H -1.965 -4.971 -1.379
H -1.020 -0.533 -3.345
```

=====

5.
Entry from OMol25: 7 unconnected molecules or ions with the total composition C21H40O21 (ωB97M-V/def2-TZVPD).

Values from the calculation:
charge: 0
multiplicity: 1
frontier orbital gap: 10.74 eV

Structure (XYZ):
```
82
C21H40O21 ωB97M-V/def2-TZVPD
O 3.954 -0.386 1.762
O 2.182 -4.141 -3.257
O -0.088 1.790 -4.268
O -1.353 2.646 -2.484
O 3.583 6.114 0.792
O -1.619 -6.375 0.083
O 3.138 -2.261 0.774
O 2.863 -1.675 2.954
O 3.734 5.711 2.919
O 1.072 0.437 0.228
O -1.842 2.955 -4.701
O -3.429 3.162 0.969
O -3.220 -4.769 0.483
O -5.649 2.707 1.048
O 2.536 4.280 1.704
O 0.674 -2.599 -4.044
O 0.020 0.299 2.209
O 0.602 -3.350 -1.906
O -0.133 -1.307 0.557
O -2.651 -6.158 2.177
O -4.676 4.600 1.914
C -1.274 -1.886 1.128
C 4.169 7.241 1.245
C 2.646 -4.323 -4.572
C 4.412 0.203 0.601
C 4.298 6.978 2.742
C -2.427 -5.837 0.848
C -1.069 2.453 -3.719
C -3.129 3.636 -4.395
C -4.705 3.404 1.311
C -5.801 5.087 2.453
C 3.181 5.317 1.821
C 1.308 1.828 0.471
C 0.331 -0.102 1.073
C -2.890 1.895 0.568
C -2.084 -7.344 2.632
C 0.895 -4.442 -1.076
C -3.072 -4.173 -0.800
C 1.113 -3.281 -3.125
C 3.335 -1.491 1.715
C 1.892 -2.671 3.245
C 0.865 1.145 -3.426
H -2.708 1.332 1.483
H 2.350 -3.655 3.148
H -2.208 -7.478 3.706
H 1.670 2.232 -0.475
H -3.677 -3.265 -0.806
H -2.138 -1.941 0.465
H -1.872 1.839 0.181
H 1.075 -2.576 2.531
H 1.504 1.945 -3.051
H -0.890 -2.817 1.544
H 5.195 7.252 0.878
H 0.401 2.368 0.743
H 4.882 1.163 0.812
H 5.201 -0.390 0.138
H -3.595 1.401 -0.101
H 3.623 7.666 3.250
H 0.936 -5.360 -1.662
H -5.655 6.103 2.821
H -3.101 4.686 -4.684
H -2.451 -8.188 2.048
H -6.634 5.242 1.767
H 3.603 0.372 -0.110
H 5.327 7.062 3.094
H -1.041 -7.466 2.340
H 3.583 -4.865 -4.441
H -1.486 -1.558 2.145
H -3.968 3.112 -4.855
H -6.105 4.534 3.342
H 0.411 0.604 -2.595
H 1.591 -2.633 4.292
H 1.910 -4.913 -5.118
H 3.594 8.166 1.192
H 2.043 1.847 1.276
H -0.034 -4.684 -0.560
H 2.783 -3.413 -5.156
H 1.677 -4.228 -0.347
H -3.418 -4.868 -1.565
H 1.392 0.324 -3.911
H -2.038 -3.960 -1.069
H -3.422 3.688 -3.346
```

=====

6.
Entry from OMol25: 4 unconnected molecules or ions with the total composition C21H40O5 (ωB97M-V/def2-TZVPD).

Values from the calculation:
charge: 0
multiplicity: 1
frontier orbital gap: 10.07 eV

Structure (XYZ):
```
66
C21H40O5 ωB97M-V/def2-TZVPD
O 0.614 4.132 -2.067
O 4.241 2.043 3.314
O 2.950 3.699 2.585
O 0.326 -2.259 -2.364
O -3.399 -3.176 1.779
C -4.824 -4.963 2.368
C 0.917 1.453 1.622
C -0.695 0.268 -0.057
C 2.411 -3.264 -2.828
C 1.653 5.052 -2.402
C -3.776 -3.989 2.891
C 1.297 -4.187 -3.318
C 4.080 0.634 3.548
C 0.537 2.846 1.125
C -0.351 6.283 -2.174
C 2.368 1.326 2.115
C -4.377 -5.144 0.919
C 0.100 -3.657 -2.538
C 2.589 0.396 3.324
C 1.675 -1.935 -2.706
C 0.709 0.382 0.530
C -0.652 4.791 -2.096
C 3.153 2.522 2.636
C -1.735 -0.271 0.937
C 0.960 6.289 -2.959
C -3.906 -3.739 0.568
H 3.264 -3.209 -3.503
H 0.256 1.189 2.459
H -5.816 -4.508 2.403
H -0.192 6.690 -1.173
H -0.499 2.868 0.774
H -1.625 0.142 1.943
H 1.191 3.183 0.315
H 0.026 -4.133 -1.554
H -1.151 6.847 -2.650
H 2.295 -0.640 3.160
H -1.024 1.217 -0.492
H -4.855 -5.892 2.937
H 2.223 5.292 -1.498
H -0.644 -0.441 -0.889
H 2.994 0.892 1.320
H 1.432 0.582 -0.276
H 1.486 -5.242 -3.128
H 1.140 -4.055 -4.390
H -4.149 -3.344 3.686
H -4.735 -3.121 0.207
H 2.064 0.829 4.185
H -3.114 -3.724 -0.182
H -5.166 -5.499 0.257
H 4.687 0.078 2.822
H 1.681 -1.388 -3.654
H -1.211 4.513 -1.201
H -2.892 -4.520 3.261
H -0.848 -3.796 -3.060
H 4.416 0.397 4.558
H -2.744 -0.022 0.589
H 0.984 -0.598 0.953
H 2.086 -1.286 -1.931
H 0.762 6.167 -4.027
H -3.544 -5.849 0.866
H -1.212 4.452 -2.974
H -1.695 -1.363 0.993
H 0.622 3.581 1.928
H 2.769 -3.591 -1.849
H 1.547 7.196 -2.823
H 2.324 4.577 -3.118
```